Version 1
12
Properties=species:S:1:pos:R:3 method="wB97M-V/def2-TZVPD" mol_weight_g_mol=95.10 total_charge=0 smiles="C=C1C[C@@H]1N=C=O" gap_ha=0.3928
C -1.84 1.17 0.31
C -0.89 0.34 0.08
C -0.35 -1.03 0.28
C 0.24 -0.17 -0.74
N 1.65 0.18 -0.52
C 2.69 -0.07 -0.03
O 3.78 -0.13 0.38
H -2.68 1.03 0.98
H -2.04 2.09 -0.12
H -0.94 -2.00 -0.12
H 0.18 -1.17 1.32
H 0.19 -0.24 -1.82

***

Version 2
12
Properties=species:S:1:pos:R:3 method="wB97M-V/def2-TZVPD" mol_weight_g_mol=95.10 total_charge=0 smiles="N#C[C@@H]1C[C@@H]1C=O" gap_ha=0.4030
N 1.75 1.34 -1.73
C 1.40 0.57 -0.95
C 0.94 -0.41 0.02
C -0.28 -1.22 -0.31
C -0.38 -0.15 0.73
C -1.07 1.15 0.44
O -1.16 2.03 1.26
H 1.73 -0.87 0.61
H -0.74 -1.03 -1.28
H -0.29 -2.25 0.01
H -0.41 -0.44 1.78
H -1.49 1.27 -0.58

***

Version 3
12
Properties=species:S:1:pos:R:3 method="wB97M-V/def2-TZVPD" mol_weight_g_mol=95.10 total_charge=0 smiles="C#CC(=C)NC=O" gap_ha=0.3431
C 2.28 -1.53 -0.05
C 1.46 -0.66 0.11
C 0.69 0.52 0.15
C 1.48 1.63 -0.14
N -0.80 0.68 0.07
C -1.65 -0.42 0.03
O -2.94 -0.47 -0.13
H 2.48 -2.58 -0.41
H 2.55 1.50 -0.22
H 0.84 2.47 0.02
H -1.35 1.64 0.05
H -0.99 -1.29 0.53

***

Version 4
12
Properties=species:S:1:pos:R:3 method="wB97M-V/def2-TZVPD" mol_weight_g_mol=95.10 total_charge=0 smiles=C#C[C@@H](O)CC#N gap_ha=0.4150
C 2.10 -0.02 0.92
C 1.16 0.32 0.26
C -0.07 0.70 -0.44
O 0.08 0.86 -1.84
C -1.18 -0.36 -0.21
C -1.20 -0.94 1.13
N -1.23 -1.45 2.17
H 2.92 -0.33 1.53
H -0.40 1.67 -0.05
H 0.98 0.62 -2.09
H -2.15 0.09 -0.44
H -1.02 -1.15 -0.94

***

The most stable arrangement is version 2, and the next structure is 0.0366 hartree less stable.